# C32H92N4O12

A cluster of 12 separate species, C32H92N4O12 in total at a distorted geometry (ωB97M-V with the def2-TZVPD basis set, the Open Molecules 2025 dataset).

Bonds (Å) are listed after each position.
Cartesian coordinates (Å):
1 C -13.644 -17.316 -18.482  O2 1.405, H7 1.090, H8 1.095, H9 1.099
2 O -13.602 -16.632 -17.255  C1 1.405, C3 1.409
3 C -12.929 -17.345 -16.244  O2 1.409, C4 1.522, H10 1.100, H11 1.100
4 C -13.014 -16.547 -14.950  C3 1.522, C5 1.536, N6 1.479, H12 1.091
5 C -12.353 -15.169 -15.104  C4 1.536, H13 1.092, H14 1.095, H15 1.092
6 N -12.383 -17.347 -13.878  C4 1.479, H16 1.016, H17 1.017
7 H -14.203 -16.716 -19.200  C1 1.090
8 H -14.124 -18.295 -18.382  C1 1.095
9 H -12.637 -17.433 -18.905  C1 1.099
10 H -13.426 -18.309 -16.059  C3 1.100
11 H -11.886 -17.554 -16.520  C3 1.100
12 H -14.066 -16.413 -14.695  C4 1.091
13 H -12.678 -14.516 -14.291  C5 1.092
14 H -12.660 -14.711 -16.050  C5 1.095
15 H -11.263 -15.201 -15.150  C5 1.092
16 H -11.388 -17.148 -13.840  N6 1.016
17 H -12.759 -16.952 -13.020  N6 1.017
18 C -20.479 -13.014 -7.880  O19 1.411, H24 1.098, H25 1.094, H26 1.088
19 O -19.671 -14.052 -8.391  C18 1.411, C20 1.402
20 C -20.018 -14.470 -9.683  O19 1.402, C21 1.524, H27 1.104, H28 1.097
21 C -18.792 -15.064 -10.367  C20 1.524, C22 1.533, N23 1.467, H29 1.094
22 C -17.896 -13.976 -10.968  C21 1.533, H30 1.097, H31 1.098, H32 1.087
23 N -19.118 -16.035 -11.416  C21 1.467, H33 1.019, H34 1.024
24 H -21.541 -13.255 -8.017  C18 1.098
25 H -20.232 -12.073 -8.381  C18 1.094
26 H -20.328 -12.948 -6.805  C18 1.088
27 H -20.764 -15.279 -9.590  C20 1.104
28 H -20.448 -13.699 -10.334  C20 1.097
29 H -18.137 -15.542 -9.632  C21 1.094
30 H -18.456 -13.227 -11.542  C22 1.097
31 H -17.317 -14.461 -11.764  C22 1.098
32 H -17.212 -13.512 -10.261  C22 1.087
33 H -19.765 -16.704 -11.001  N23 1.019
34 H -19.719 -15.510 -12.059  N23 1.024
35 C -17.147 -9.167 -10.021  O36 1.409, H41 1.097, H42 1.089, H43 1.097
36 O -16.597 -9.633 -8.811  C35 1.409, C37 1.410
37 C -16.645 -11.038 -8.698  O36 1.410, C38 1.519, H44 1.102, H45 1.102
38 C -16.504 -11.446 -7.241  C37 1.519, C39 1.516, N40 1.479, H46 1.093
39 C -16.327 -12.947 -7.122  C38 1.516, H47 1.097, H48 1.091, H49 1.090
40 N -17.668 -10.997 -6.448  C38 1.479, H50 1.015, H51 1.014
41 H -16.861 -9.768 -10.893  C35 1.097
42 H -16.774 -8.162 -10.213  C35 1.089
43 H -18.241 -9.146 -9.952  C35 1.097
44 H -17.617 -11.393 -9.075  C37 1.102
45 H -15.852 -11.525 -9.289  C37 1.102
46 H -15.619 -10.973 -6.807  C38 1.093
47 H -17.147 -13.548 -7.536  C39 1.097
48 H -16.320 -13.191 -6.059  C39 1.091
49 H -15.427 -13.238 -7.664  C39 1.090
50 H -17.785 -10.009 -6.648  N40 1.015
51 H -18.492 -11.484 -6.783  N40 1.014
52 C -11.276 -14.556 -11.080  O53 1.421, H58 1.092, H59 1.101, H60 1.085
53 O -10.092 -14.153 -11.753  C52 1.421, C54 1.411
54 C -10.308 -13.024 -12.571  O53 1.411, C55 1.504, H61 1.102, H62 1.099
55 C -8.971 -12.504 -13.025  C54 1.504, C56 1.520, N57 1.448, H63 1.102
56 C -8.143 -11.971 -11.867  C55 1.520, H64 1.089, H65 1.091, H66 1.101
57 N -9.114 -11.455 -14.013  C55 1.448, H67 1.012, H68 1.017
58 H -12.071 -14.712 -11.813  C52 1.092
59 H -11.548 -13.734 -10.400  C52 1.101
60 H -11.015 -15.433 -10.496  C52 1.085
61 H -10.844 -13.282 -13.499  C54 1.102
62 H -10.911 -12.307 -11.997  C54 1.099
63 H -8.434 -13.378 -13.428  C55 1.102
64 H -7.198 -11.538 -12.194  C56 1.089
65 H -7.976 -12.682 -11.056  C56 1.091
66 H -8.719 -11.178 -11.367  C56 1.101
67 H -8.241 -11.297 -14.499  N57 1.012
68 H -9.807 -11.566 -14.749  N57 1.017
69 C -15.721 -12.425 -13.321  C70 1.508, H72 1.089, H73 1.093, H74 1.095
70 C -14.789 -12.625 -12.153  C69 1.508, O71 1.438, H75 1.098, H76 1.096
71 O -13.588 -11.877 -12.408  C70 1.438, H77 0.964
72 H -16.664 -12.948 -13.170  C69 1.089
73 H -15.256 -12.737 -14.260  C69 1.093
74 H -15.916 -11.358 -13.471  C69 1.095
75 H -14.548 -13.687 -12.012  C70 1.098
76 H -15.235 -12.274 -11.216  C70 1.096
77 H -13.138 -11.873 -11.555  O71 0.964
78 C -11.801 -11.093 -6.626  C79 1.540, H81 1.089, H82 1.092, H83 1.092
79 C -12.279 -10.298 -7.856  C78 1.540, O80 1.438, H84 1.091, H85 1.087
80 O -12.008 -11.025 -9.066  C79 1.438, H86 0.963
81 H -12.519 -11.848 -6.309  C78 1.089
82 H -11.612 -10.392 -5.812  C78 1.092
83 H -10.864 -11.607 -6.850  C78 1.092
84 H -11.721 -9.361 -7.848  C79 1.091
85 H -13.348 -10.133 -7.752  C79 1.087
86 H -11.098 -10.752 -9.216  O80 0.963
87 C -13.575 -10.712 -16.101  C88 1.513, H90 1.094, H91 1.089, H92 1.088
88 C -12.179 -10.608 -15.526  C87 1.513, O89 1.438, H93 1.088, H94 1.098
89 O -11.143 -11.239 -16.297  C88 1.438, H95 0.959
90 H -13.846 -11.772 -16.104  C87 1.094
91 H -13.625 -10.371 -17.135  C87 1.089
92 H -14.221 -10.133 -15.445  C87 1.088
93 H -12.074 -11.004 -14.518  C88 1.088
94 H -11.929 -9.539 -15.528  C88 1.098
95 H -10.746 -10.610 -16.904  O89 0.959
96 C -16.173 -14.258 -16.986  C97 1.508, H99 1.094, H100 1.089, H101 1.094
97 C -15.847 -13.257 -18.064  C96 1.508, O98 1.432, H102 1.095, H103 1.089
98 O -17.011 -12.844 -18.789  C97 1.432, H104 0.960
99 H -15.306 -14.875 -16.729  C96 1.094
100 H -16.973 -14.950 -17.246  C96 1.089
101 H -16.436 -13.754 -16.050  C96 1.094
102 H -15.130 -13.688 -18.772  C97 1.095
103 H -15.361 -12.380 -17.638  C97 1.089
104 H -17.091 -13.386 -19.577  O98 0.960
105 C -19.814 -13.827 -15.752  C106 1.528, H108 1.095, H109 1.090, H110 1.086
106 C -19.551 -14.480 -14.396  C105 1.528, O107 1.430, H111 1.088, H112 1.099
107 O -20.576 -14.161 -13.452  C106 1.430, H113 0.961
108 H -19.687 -12.753 -15.584  C105 1.095
109 H -20.832 -14.058 -16.067  C105 1.090
110 H -19.081 -14.123 -16.497  C105 1.086
111 H -18.551 -14.235 -14.045  C106 1.088
112 H -19.587 -15.568 -14.542  C106 1.099
113 H -21.361 -13.987 -13.978  O107 0.961
114 C -13.940 -7.989 -11.575  C115 1.535, H117 1.093, H118 1.094, H119 1.089
115 C -13.877 -8.846 -12.847  C114 1.535, O116 1.433, H120 1.087, H121 1.087
116 O -13.823 -7.946 -13.960  C115 1.433, H122 0.960
117 H -13.090 -7.304 -11.528  C114 1.093
118 H -13.885 -8.617 -10.681  C114 1.094
119 H -14.866 -7.416 -11.568  C114 1.089
120 H -14.805 -9.413 -12.817  C115 1.087
121 H -13.010 -9.498 -12.898  C115 1.087
122 H -12.939 -7.580 -14.033  O116 0.960
123 C -14.861 -15.642 -9.287  C124 1.516, H126 1.092, H127 1.095, H128 1.090
124 C -13.948 -16.710 -9.857  C123 1.516, O125 1.422, H129 1.096, H130 1.088
125 O -13.939 -16.596 -11.274  C124 1.422, H131 0.962
126 H -14.867 -15.799 -8.206  C123 1.092
127 H -15.869 -15.800 -9.683  C123 1.095
128 H -14.609 -14.626 -9.589  C123 1.090
129 H -14.304 -17.699 -9.547  C124 1.096
130 H -12.934 -16.597 -9.479  C124 1.088
131 H -14.844 -16.607 -11.601  O125 0.962
132 C -18.651 -9.536 -14.971  C133 1.501, H135 1.092, H136 1.093, H137 1.087
133 C -17.246 -9.014 -15.054  C132 1.501, O134 1.417, H138 1.096, H139 1.101
134 O -16.907 -8.355 -13.846  C133 1.417, H140 0.963
135 H -18.713 -10.405 -14.311  C132 1.092
136 H -18.893 -9.921 -15.965  C132 1.093
137 H -19.342 -8.772 -14.624  C132 1.087
138 H -17.110 -8.355 -15.918  C133 1.096
139 H -16.553 -9.856 -15.203  C133 1.101
140 H -16.010 -8.007 -13.859  O134 0.963

Values from the calculation:
LUMO   0.60 eV
Multiplicity   1
Kohn-Sham gap   9.4 eV
SMILES   COC[C@H](C)N.COC[C@H](C)N.COC[C@H](C)N.COC[C@H](C)N.CCO.CCO.CCO.CCO.CCO.CCO.CCO.CCO
Relative energy (zero: lowest compared OMol25 entry of this formula, charge and spin)   21.7 kJ/mol
E_tot   -65202.34183 eV